Record 1
ORCA calculation (ωB97M-V/def2-TZVPD) on a molecular structure, C39H83CuO23.

CARTESIAN COORDINATES (ANGSTROEM)
Cu 0.299 0.985 -0.254
C -1.711 -2.269 -1.706
C -1.682 -3.646 -1.365
C -0.493 -4.032 -0.442
O -0.476 -5.227 -0.156
C 0.557 -3.056 0.003
C 0.287 -1.694 -0.202
C -0.909 -1.304 -1.069
O -0.853 -0.007 -1.453
O 1.034 -0.738 0.105
O -2.503 -4.560 -1.656
H -2.650 -1.882 -2.265
H 1.389 -3.453 0.566
O 0.826 4.421 1.052
C 0.730 3.258 0.489
O 1.499 2.316 0.709
O -0.288 2.986 -0.223
H -0.024 4.823 0.926
C 2.614 -1.413 3.380
O 2.681 -0.338 4.304
C 3.328 0.746 3.724
C 3.790 1.700 4.788
O 2.742 1.996 5.663
C 2.652 1.275 6.820
H 3.498 -1.582 2.809
H 1.693 -1.344 2.667
H 2.354 -2.361 3.932
H 2.583 1.148 2.983
H 4.210 0.380 3.215
H 4.244 2.630 4.386
H 4.534 1.121 5.372
H 3.519 1.329 7.439
H 2.453 0.221 6.654
H 1.779 1.601 7.396
C 4.152 0.026 -0.390
O 3.768 0.698 -1.574
C 2.917 -0.041 -2.484
C 2.166 0.949 -3.357
O 1.272 1.701 -2.657
C 0.384 2.448 -3.485
H 4.976 0.604 0.101
H 4.415 -1.026 -0.622
H 3.341 0.015 0.342
H 2.182 -0.627 -1.954
H 3.659 -0.591 -3.055
H 1.745 0.261 -4.115
H 2.811 1.536 -4.016
H -0.460 1.784 -3.799
H 0.834 3.008 -4.285
H 0.041 3.276 -2.870
C 1.531 -3.493 -6.140
O 0.663 -3.077 -7.173
C -0.653 -3.612 -7.104
C -1.497 -2.918 -5.988
O -1.751 -1.657 -6.509
C -2.219 -0.696 -5.518
H 1.482 -4.600 -5.881
H 1.398 -2.962 -5.199
H 2.530 -3.317 -6.498
H -0.617 -4.733 -7.012
H -1.197 -3.483 -8.073
H -1.032 -2.925 -4.975
H -2.428 -3.504 -5.834
H -3.272 -0.863 -5.287
H -2.127 0.266 -5.941
H -1.616 -0.964 -4.688
C -4.349 -0.017 4.959
O -3.445 -0.385 4.031
C -3.593 0.376 2.852
C -2.398 0.154 1.875
O -1.384 1.194 2.046
C -0.509 0.916 3.152
H -5.416 -0.114 4.619
H -4.168 1.017 5.273
H -4.413 -0.679 5.878
H -3.587 1.444 3.141
H -4.527 0.106 2.356
H -2.763 0.205 0.837
H -1.962 -0.859 2.023
H -1.062 0.838 4.079
H 0.297 1.663 3.201
H -0.041 -0.070 3.005
C -3.484 2.400 -0.816
O -4.434 1.345 -0.747
C -4.559 0.665 -1.953
C -5.028 1.518 -3.150
O -6.247 2.175 -2.759
C -7.373 1.351 -2.451
H -3.769 3.089 -1.617
H -2.456 1.959 -1.065
H -3.489 2.843 0.224
H -5.159 -0.197 -1.729
H -3.612 0.233 -2.250
H -5.159 0.859 -4.053
H -4.223 2.205 -3.354
H -7.515 0.482 -3.115
H -8.212 2.009 -2.759
H -7.345 1.051 -1.407
C -2.200 4.944 4.826
O -3.296 5.363 3.976
C -3.664 4.487 3.013
C -4.975 4.800 2.420
O -6.071 4.506 3.344
C -6.386 3.180 3.477
H -2.176 5.465 5.763
H -1.269 5.206 4.296
H -2.274 3.866 5.058
H -3.742 3.447 3.387
H -2.917 4.414 2.226
H -5.289 4.184 1.569
H -5.152 5.853 2.261
H -6.992 2.810 2.616
H -7.058 3.136 4.325
H -5.503 2.507 3.727
C 2.923 4.720 3.075
O 4.270 5.119 2.875
C 4.585 4.846 1.503
C 5.130 3.423 1.348
O 6.197 3.219 2.244
C 7.076 2.212 1.870
H 2.272 5.337 2.519
H 2.597 4.743 4.112
H 2.823 3.608 2.783
H 5.316 5.533 1.183
H 3.611 4.819 0.882
H 5.605 3.309 0.379
H 4.328 2.730 1.447
H 7.921 2.401 2.466
H 7.413 2.349 0.815
H 6.636 1.185 1.993
C 4.315 -8.794 -3.885
O 3.014 -9.358 -3.699
C 1.998 -8.478 -3.480
C 1.951 -7.702 -2.209
O 2.739 -6.564 -2.169
C 2.673 -6.034 -0.825
H 4.296 -8.140 -4.827
H 4.963 -9.644 -3.953
H 4.557 -8.173 -2.998
H 1.077 -8.983 -3.444
H 1.744 -7.763 -4.314
H 2.139 -8.427 -1.295
H 0.938 -7.281 -2.037
H 3.376 -6.577 -0.143
H 1.687 -6.050 -0.374
H 3.074 -5.041 -1.002

As for the orbital gap (alpha / beta): 7.62 / 7.42 eV. As for the total charge: -1. The expectation value of S² is 0.752. The multiplicity is 2. The HOMO energy (alpha / beta) comes out at -5.5186 / -5.5109 eV. As for the LUMO energy (alpha / beta): 0.0773 / 0.0701 Eh.

=====

Record 2
ORCA calculation (ωB97M-V/def2-TZVPD) on 2 unconnected molecules or ions with the total composition C8H10OS.

CARTESIAN COORDINATES (ANGSTROEM)
C 2.087 -1.224 -1.217
C 1.355 -0.070 -1.399
C 2.611 -1.339 0.053
C 1.378 0.752 -0.241
C -1.405 0.005 2.084
C -1.573 -0.582 0.913
C 0.836 2.038 0.049
C -2.289 -0.216 -0.378
O -0.051 2.421 -0.851
S 2.195 -0.033 1.085
H 2.219 -1.863 -1.977
H 0.887 0.254 -2.279
H 3.246 -2.167 0.526
H -2.138 0.850 2.350
H -0.727 -0.223 2.874
H -0.753 -1.440 0.869
H -1.654 -0.272 -1.299
H -2.588 0.927 -0.250
H -3.071 -0.938 -0.442
H -0.565 3.121 -0.469

As for the orbital gap (alpha / beta): 7.22 / 7.61 eV. As for the total charge: 0. The relative energy (zero: lowest compared OMol25 entry of this formula, charge and spin) comes out at 107.6 kJ/mol. The expectation value of S² is 2.044. The multiplicity is 3. The HOMO energy (alpha / beta) comes out at -6.5593 / -8.8091 eV. As for the LUMO energy (alpha / beta): 0.0241 / -0.0441 Eh.

=====

Record 3
ORCA calculation (ωB97M-V/def2-TZVPD) on a molecular structure, C22H20N4O2Pd.

CARTESIAN COORDINATES (ANGSTROEM)
Pd -0.552 -0.815 -0.018
C -2.578 -2.959 -3.534
C -3.148 -4.084 -2.962
C -3.042 -4.255 -1.593
C -2.352 -3.319 -0.823
N -1.786 -2.238 -1.394
C -1.912 -2.071 -2.705
C -2.218 -3.450 0.638
C -2.776 -4.518 1.341
C -2.628 -4.595 2.716
C -1.926 -3.592 3.362
C -1.407 -2.560 2.598
N -1.533 -2.484 1.279
H -2.641 -2.768 -4.592
H -3.667 -4.812 -3.567
H -3.497 -5.118 -1.137
H -1.472 -1.181 -3.128
H -3.323 -5.291 0.831
H -3.053 -5.420 3.267
H -1.784 -3.601 4.430
H -0.870 -1.757 3.082
O 3.305 4.425 3.035
C 2.812 3.375 3.814
C 2.061 2.416 2.944
C 1.480 1.274 3.487
C 0.805 0.414 2.646
N 0.661 0.620 1.342
C 1.213 1.719 0.793
C 1.920 2.631 1.574
C 1.034 1.865 -0.664
C 1.495 2.965 -1.382
C 1.336 3.022 -2.764
C 1.985 4.162 -3.523
O 3.372 4.113 -3.312
C 0.688 1.964 -3.393
C 0.255 0.903 -2.613
N 0.411 0.850 -1.296
H 3.812 5.041 3.574
H 2.132 3.739 4.604
H 3.624 2.831 4.326
H 1.555 1.050 4.538
H 0.369 -0.493 3.040
H 2.376 3.510 1.150
H 1.995 3.779 -0.883
H 1.656 5.119 -3.102
H 1.709 4.129 -4.583
H 3.791 3.469 -3.896
H 0.527 1.944 -4.460
H -0.215 0.050 -3.084

As for the orbital gap: 6.84 eV. As for the total charge: +2. The relative energy (zero: lowest compared OMol25 entry of this formula, charge and spin) comes out at 118.3 kJ/mol. The HOMO energy comes out at -15.0563 eV. As for the LUMO energy: -0.3018 Eh.

=====

Number 1: energy -133511.107 eV, strongest force on any atom 3.8 eV/Å. Number 2: energy -21334.904 eV, strongest force on any atom 4.8 eV/Å. Number 3: energy -36659.753 eV, strongest force on any atom 1.8 eV/Å.